Version P
{
  "formula": "C4H13N2OS",
  "method": "ωB97M-V/def2-TZVPD",
  "total_charge": -1,
  "mol_weight_g_mol": 137.23,
  "orbital_gap_ha": 0.249,
  "e_homo_ha": -0.1080,
  "elements": ["C", "N", "C", "N", "C", "C", "S", "H", "H", "H", "H", "H", "H", "H", "H", "H", "H", "H", "H", "H", "O"],
  "positions_angstrom": [[-0.186, 0.398, -1.393], [-0.847, -0.596, -0.526], [-1.884, -0.043, 0.361], [-3.148, -0.776, 0.536], [1.140, -0.264, -1.886], [2.265, 0.081, -0.865], [2.210, -0.794, 0.735], [0.097, 1.304, -0.831], [-0.984, 0.815, -1.994], [-0.139, -0.961, 0.122], [-1.388, 0.094, 1.328], [-2.226, 0.915, -0.069], [-3.361, -1.319, -0.292], [-3.074, -1.384, 1.341], [0.941, -1.335, -1.958], [1.407, 0.156, -2.872], [2.311, 1.148, -0.645], [3.209, -0.143, -1.382], [0.501, 0.619, 3.489], [1.949, 0.825, 3.176], [1.207, 1.259, 3.624]]
}

***

Version Q
{
  "formula": "C4H13N2OS",
  "method": "ωB97M-V/def2-TZVPD",
  "total_charge": -1,
  "mol_weight_g_mol": 137.23,
  "orbital_gap_ha": 0.221,
  "e_homo_ha": -0.0986,
  "elements": ["C", "N", "C", "C", "S", "C", "N", "H", "H", "H", "H", "H", "H", "H", "H", "H", "H", "H", "H", "H", "O"],
  "positions_angstrom": [[1.618, -0.995, 1.900], [1.150, 0.274, 1.381], [0.117, 0.122, 0.319], [-1.147, -0.514, 0.876], [-2.468, -0.859, -0.349], [-0.127, 1.533, -0.256], [-0.732, 1.602, -1.583], [1.907, -1.792, 1.202], [2.488, -0.818, 2.542], [0.855, -1.410, 2.561], [1.909, 0.771, 0.953], [0.505, -0.473, -0.524], [-1.529, 0.105, 1.695], [-0.924, -1.481, 1.325], [0.821, 2.090, -0.243], [-0.777, 2.089, 0.426], [-1.560, 0.999, -1.536], [-0.072, 1.227, -2.268], [2.211, -0.173, -1.070], [2.911, -0.383, -2.375], [3.095, -0.102, -1.493]]
}

***

Version R
{
  "formula": "C4H13N2OS",
  "method": "ωB97M-V/def2-TZVPD",
  "total_charge": -1,
  "mol_weight_g_mol": 137.23,
  "orbital_gap_ha": 0.255,
  "e_homo_ha": -0.1151,
  "elements": ["C", "N", "C", "N", "C", "C", "S", "H", "H", "H", "H", "H", "H", "H", "H", "H", "H", "H", "H", "H", "O"],
  "positions_angstrom": [[-0.517, 0.284, -1.206], [0.231, 0.722, -0.036], [1.483, 1.341, -0.390], [2.133, 1.953, 0.844], [-0.342, -1.274, -1.287], [-0.800, -1.925, 0.022], [0.019, -2.073, 1.819], [-1.578, 0.391, -1.170], [-0.104, 0.832, -2.091], [0.521, -0.173, 0.420], [1.219, 2.248, -1.021], [2.315, 0.840, -0.856], [1.388, 2.467, 1.427], [2.170, 1.048, 1.421], [0.754, -1.399, -1.494], [-0.967, -1.578, -2.114], [-1.804, -1.649, 0.267], [-0.776, -3.017, -0.142], [-1.803, -0.333, 2.256], [-1.365, 0.771, 1.464], [-2.178, 0.523, 1.867]]
}

***

Calculated relative energies: version P 0.106; version Q 0.000; version R 0.811, given in eV